Record 1
DFT (ωB97M-V with the def2-TZVPD basis set) results for a 2-piece molecular cluster, C5H7OP overall in a non-equilibrium geometry.

Computed properties:
F_max: 1.1 eV Å⁻¹
Calculated total energy: -611.126916 Ha
Gap between HOMO and LUMO (spin up / spin down): 7.8 / 7.6 eV

The geometry in ORCA input format:
```
! RIJCOSX wB97M-V def2-TZVPD def2/J DEFGRID3
* xyz 0 1
C 1.673 0.763 0.299
C 0.963 1.910 0.119
C 0.776 -0.330 0.070
C -0.387 0.288 -0.255
C 1.089 -1.780 0.160
O -0.312 1.614 -0.215
P -3.780 -0.119 0.105
H 2.707 0.679 0.568
H 1.230 2.946 0.179
H 0.361 -2.361 -0.400
H 2.083 -1.978 -0.237
H 1.067 -2.111 1.199
H -3.785 -0.685 -1.168
H -3.685 1.165 -0.422
*
```



Record 2
DFT (ωB97M-V with the def2-TZVPD basis set) results for one molecule with the formula C5H7OP in a non-equilibrium geometry.

Computed properties:
F_max: 4.1 eV Å⁻¹
Calculated total energy: -611.210774 Ha
SMILES string: C[C@]12C=CCP1O2
Gap between HOMO and LUMO: 7.3 eV

The geometry in ORCA input format:
```
! RIJCOSX wB97M-V def2-TZVPD def2/J DEFGRID3
* xyz 0 1
C -1.343 1.732 0.287
C -0.441 0.695 -0.291
C -0.661 -0.725 -0.164
C 0.298 -1.612 -0.228
C 1.765 -1.137 -0.021
P 1.615 0.674 0.444
O 0.758 1.041 -0.924
H -0.823 2.543 0.648
H -2.098 1.295 0.866
H -1.961 2.265 -0.456
H -1.731 -0.988 0.043
H 0.184 -2.719 -0.114
H 2.053 -1.765 0.820
H 2.386 -1.299 -0.908
*
```



Record 3
DFT (ωB97M-V with the def2-TZVPD basis set) results for C5H7OP as an isolated structure in a non-equilibrium geometry.

Computed properties:
F_max: 4.2 eV Å⁻¹
Calculated total energy: -611.122206 Ha
Gap between HOMO and LUMO: 9.0 eV

The geometry in ORCA input format:
```
! RIJCOSX wB97M-V def2-TZVPD def2/J DEFGRID3
* xyz 0 1
C 0.116 1.075 1.784
C 0.017 -0.196 2.289
C 0.304 1.763 0.526
C -0.702 0.833 -0.257
C -0.366 -2.043 0.021
O -0.443 1.256 2.892
P -1.292 -0.614 0.873
H -0.028 2.830 0.542
H 1.361 1.629 0.172
H -1.630 1.538 -0.514
H -0.317 0.413 -1.177
H 0.284 -2.614 0.704
H 0.272 -1.724 -0.697
H -1.180 -2.739 -0.277
*
```



Record 4
DFT (ωB97M-V with the def2-TZVPD basis set) results for a 2-piece molecular cluster, C5H7OS overall in a non-equilibrium geometry.

Computed properties:
F_max: 4.6 eV Å⁻¹
Calculated total energy: -668.099144 Ha
Gap between HOMO and LUMO: 6.9 eV

The geometry in ORCA input format:
```
! RIJCOSX wB97M-V def2-TZVPD def2/J DEFGRID3
* xyz -1 1
C -0.338 0.291 -0.114
C -0.756 -0.576 -1.036
C 2.829 -0.311 1.200
C -1.342 1.322 0.410
C -1.378 -1.573 -1.588
O 3.658 -0.901 1.799
S 2.974 1.098 0.370
H 0.707 0.538 0.095
H -0.905 1.828 1.145
H -2.236 0.905 0.708
H -1.543 2.134 -0.358
H -1.902 -2.371 -1.033
H -1.610 -1.656 -2.626
H 1.843 -0.727 1.028
*
```



Record 5
DFT (ωB97M-V with the def2-TZVPD basis set) results for one molecule with the formula C5H7P in a non-equilibrium geometry.

Computed properties:
F_max: 4.8 eV Å⁻¹
Calculated total energy: -535.989650 Ha
SMILES string: C[C@H]1C=CC=P1
Gap between HOMO and LUMO: 8.4 eV

The geometry in ORCA input format:
```
! RIJCOSX wB97M-V def2-TZVPD def2/J DEFGRID3
* xyz 0 1
C -0.983 0.544 -1.593
C 0.215 0.426 -0.564
C -0.131 0.570 0.832
C 0.287 -0.404 1.690
C 1.146 -1.439 1.088
P 1.257 -1.240 -0.627
H -1.402 -0.466 -1.815
H -1.038 0.889 -2.592
H -1.866 1.031 -1.166
H 1.091 1.054 -0.727
H -0.591 1.484 1.168
H 0.268 -0.346 2.718
H 1.747 -2.103 1.588
*
```



Record 6
DFT (ωB97M-V with the def2-TZVPD basis set) results for one molecule with the formula C5H7P in a non-equilibrium geometry.

Computed properties:
F_max: 3.2 eV Å⁻¹
Calculated total energy: -535.874466 Ha
Gap between HOMO and LUMO (spin up / spin down): 7.1 / 7.0 eV

The geometry in ORCA input format:
```
! RIJCOSX wB97M-V def2-TZVPD def2/J DEFGRID3
* xyz 0 1
C 1.652 0.742 -2.170
C 1.243 0.736 -1.025
C 0.830 0.472 0.391
C -0.214 -0.678 0.535
C -1.445 -0.551 -0.354
P -1.254 -1.734 -1.697
H 2.055 1.118 -3.111
H 1.641 0.147 0.962
H 0.424 1.492 0.742
H 0.435 -1.648 0.269
H -0.641 -0.669 1.571
H -2.264 -0.971 0.378
H -1.647 0.550 -0.672
*
```



> The lowest calculated total energy belongs to which entry?

C5H7OS